Here is a 11-piece molecular cluster, C37H41F7N4O21 overall in a non-equilibrium geometry from the OMol25 dataset. Energies are from ωB97M-V/def2-TZVPD.

Cartesian coordinates (Å):
C -3.981 0.000 -2.702
C -4.769 1.162 -3.404
O -3.968 2.261 -3.074
C -2.833 1.932 -2.493
O -2.019 2.718 -2.038
O -2.687 0.588 -2.401
F -6.034 1.315 -3.000
H -3.776 -0.833 -3.435
H -4.448 -0.302 -1.773
H -4.883 1.053 -4.489
C -0.571 -4.096 -1.873
C -1.853 -3.535 -1.264
O -2.893 -4.193 -1.847
C -2.404 -4.795 -3.011
O -3.061 -5.286 -3.861
O -1.097 -4.665 -3.061
F -1.861 -2.142 -1.393
H -0.163 -4.898 -1.294
H 0.152 -3.385 -2.204
H -1.868 -3.723 -0.220
C 2.477 -1.116 4.251
C 3.792 -0.379 4.486
O 4.529 -0.529 3.341
C 4.100 -1.699 2.723
O 4.684 -2.238 1.841
O 2.877 -2.025 3.194
F 4.482 -0.758 5.595
H 1.690 -0.450 3.830
H 2.231 -1.704 5.074
H 3.703 0.715 4.601
C -0.332 4.285 -0.268
C -0.110 5.755 -0.722
O 0.659 5.711 -1.817
C 1.254 4.521 -1.840
O 2.113 4.249 -2.618
O 0.708 3.666 -0.967
F 0.610 6.429 0.313
H -1.269 3.922 -0.595
H -0.180 4.329 0.841
H -1.021 6.276 -0.773
C 4.502 4.181 0.023
C 3.832 2.846 -0.338
O 2.901 2.646 0.698
C 3.140 3.590 1.683
O 2.590 3.490 2.702
O 4.086 4.464 1.364
F 4.769 1.784 -0.210
H 4.204 4.940 -0.616
H 5.583 4.138 -0.031
H 3.410 2.802 -1.358
C 0.163 0.646 -0.090
C 0.923 0.166 -1.293
O 0.782 -1.189 -1.184
C 0.588 -1.588 0.064
O 0.617 -2.697 0.398
O 0.316 -0.468 0.823
F 2.275 0.543 -1.349
H -0.887 0.838 -0.394
H 0.547 1.509 0.356
H 0.509 0.483 -2.223
C -2.037 2.137 3.438
C -2.961 3.055 4.290
O -2.957 4.291 3.549
C -2.243 4.136 2.411
O -1.957 5.104 1.759
O -1.736 2.921 2.285
F -2.497 3.287 5.527
H -2.477 1.206 3.224
H -1.054 1.785 4.006
H -4.004 2.707 4.420
N 3.968 -3.748 -0.968
C 4.341 -2.936 -1.936
C 3.745 -3.374 -3.114
C 3.088 -4.603 -2.784
C 3.271 -4.813 -1.470
H 4.069 -3.634 0.043
H 4.920 -2.074 -1.813
H 3.965 -3.027 -4.142
H 2.738 -5.259 -3.608
H 2.966 -5.674 -0.911
N -0.145 -3.808 3.374
C -0.294 -4.652 4.482
C -1.014 -4.000 5.428
C -1.350 -2.726 4.931
C -0.860 -2.633 3.655
H 0.406 -3.992 2.538
H 0.153 -5.595 4.480
H -1.312 -4.548 6.332
H -1.864 -1.958 5.442
H -0.840 -1.898 2.843
N -3.362 -1.181 1.922
C -3.575 -0.164 1.042
C -4.582 0.663 1.513
C -5.035 0.014 2.731
C -4.162 -1.044 3.018
H -2.588 -1.761 1.925
H -2.953 -0.175 0.168
H -5.207 1.420 1.040
H -5.813 0.283 3.455
H -4.041 -1.706 3.791
N 0.800 0.941 -6.971
C 1.662 1.472 -6.098
C 1.413 0.907 -4.895
C 0.308 0.004 -5.020
C -0.015 -0.002 -6.393
H 0.854 1.096 -7.971
H 2.355 2.210 -6.346
H 2.008 1.182 -4.070
H -0.165 -0.582 -4.254
H -0.763 -0.514 -6.973

The value obtained for the HOMO energy is -8.04 eV. The value obtained for the HOMO-LUMO gap is 8.27 eV. As for the LUMO energy: 0.0088 hartree. As for the spin multiplicity: 1. Its maximum force is 3.9 eV/A. As for the net charge: 0. For the relative energy (zero: lowest compared OMol25 entry of this formula, charge and spin), the calculation gives 135.3 kJ/mol. Its SMILES is O=C1OC[C@@H](F)O1.O=C1OC[C@@H](F)O1.O=C1OC[C@@H](F)O1.O=C1OC[C@@H](F)O1.O=C1OC[C@@H](F)O1.O=C1OC[C@@H](F)O1.O=C1OC[C@@H](F)O1.c1cc[nH]c1.c1cc[nH]c1.c1cc[nH]c1.c1cc[nH]c1.

Here is a 12-piece molecular cluster, C63H153N7O17 overall in a non-equilibrium geometry from the OMol25 dataset. Energies are from ωB97M-V/def2-TZVPD.

Cartesian coordinates (Å):
C 15.440 18.848 15.326
O 15.164 20.119 15.776
C 13.854 20.453 15.625
C 13.737 21.907 16.013
N 12.345 22.382 16.274
C 11.681 21.692 17.273
C 10.911 22.609 18.138
O 10.154 21.945 19.087
C 9.583 22.741 20.063
H 15.014 18.015 15.887
H 16.518 18.694 15.413
H 15.082 18.764 14.288
H 13.151 19.876 16.249
H 13.550 20.304 14.629
H 14.190 22.542 15.214
H 14.300 22.084 16.893
H 11.808 22.509 15.445
H 12.343 21.187 17.911
H 10.970 20.857 16.883
H 10.193 23.187 17.498
H 11.626 23.299 18.563
H 9.191 22.051 20.815
H 8.897 23.550 19.732
H 10.287 23.358 20.641
C 18.618 20.255 7.975
O 18.248 20.822 9.189
C 19.200 21.672 9.745
C 18.993 21.618 11.243
N 20.046 22.295 11.969
C 21.347 21.862 11.627
C 22.395 22.159 12.669
O 22.528 23.558 12.806
C 23.118 24.063 14.009
H 19.621 19.787 8.001
H 18.660 20.953 7.131
H 17.956 19.418 7.739
H 19.142 22.698 9.393
H 20.169 21.273 9.491
H 19.058 20.535 11.616
H 18.038 22.062 11.486
H 20.003 23.296 11.975
H 21.659 22.343 10.676
H 21.341 20.802 11.548
H 23.455 21.870 12.421
H 22.126 21.775 13.610
H 22.529 23.691 14.863
H 22.951 25.123 13.959
H 24.145 23.736 14.096
C 15.522 10.493 10.941
O 15.838 11.720 10.303
C 14.805 12.617 10.295
C 15.130 13.796 9.272
N 16.242 14.617 9.680
C 16.400 15.755 8.715
C 17.613 16.586 9.115
O 18.680 15.662 9.154
C 19.912 16.231 9.533
H 15.418 10.613 12.032
H 16.331 9.764 10.795
H 14.569 10.098 10.629
H 14.800 13.042 11.301
H 13.880 12.110 10.030
H 14.242 14.436 9.147
H 15.376 13.283 8.358
H 17.085 14.097 9.843
H 15.435 16.367 8.863
H 16.509 15.476 7.674
H 17.427 17.131 10.050
H 17.858 17.331 8.337
H 20.394 16.734 8.758
H 20.503 15.356 9.847
H 19.829 16.917 10.452
C 19.993 12.816 10.018
O 20.094 13.588 11.271
C 21.351 13.399 11.832
C 21.188 13.909 13.290
N 20.433 13.039 14.122
C 20.150 13.602 15.464
C 19.284 12.571 16.118
O 18.042 12.469 15.406
C 17.201 11.371 15.769
H 18.942 12.804 9.771
H 20.437 11.829 10.202
H 20.542 13.279 9.231
H 22.116 13.966 11.263
H 21.630 12.393 11.838
H 20.743 14.945 13.259
H 22.145 14.124 13.719
H 19.496 12.868 13.703
H 19.616 14.532 15.394
H 21.075 13.669 16.016
H 19.029 13.002 17.081
H 19.897 11.705 16.235
H 17.607 10.463 15.391
H 16.208 11.512 15.388
H 17.088 11.237 16.883
C 26.795 14.996 10.625
O 26.265 16.240 11.013
C 25.945 17.102 9.924
C 25.160 18.227 10.603
N 24.199 17.719 11.503
C 23.562 18.827 12.263
C 22.333 18.293 12.980
O 21.627 19.402 13.575
C 20.317 19.072 13.921
H 26.931 14.391 11.492
H 27.730 15.191 10.084
H 26.001 14.582 9.906
H 25.336 16.563 9.183
H 26.879 17.476 9.503
H 24.646 18.864 9.855
H 25.859 18.901 11.055
H 24.733 17.082 12.117
H 23.338 19.573 11.560
H 24.261 19.205 13.033
H 22.620 17.642 13.825
H 21.786 17.690 12.197
H 19.820 19.943 14.455
H 20.227 18.190 14.591
H 19.765 18.799 12.962
C 12.374 16.926 12.891
C 12.172 15.575 12.192
C 12.179 15.618 10.665
O 13.093 14.593 12.563
H 11.488 17.548 12.869
H 13.115 17.451 12.322
H 12.791 16.860 13.950
H 11.196 15.128 12.546
H 12.011 14.618 10.228
H 13.063 16.056 10.255
H 11.383 16.228 10.312
H 13.991 14.902 12.472
C 14.872 14.978 17.016
C 15.192 13.843 17.994
C 15.559 14.516 19.312
O 13.969 13.014 17.989
H 15.775 15.586 16.985
H 13.964 15.459 17.480
H 14.667 14.614 16.030
H 16.073 13.258 17.669
H 15.659 13.703 20.062
H 14.811 15.236 19.659
H 16.555 14.979 19.189
H 13.974 12.375 18.754
C 16.483 14.296 13.380
C 16.361 15.809 13.238
C 17.694 16.484 13.020
O 15.504 16.052 12.059
H 15.604 13.744 13.765
H 17.281 13.931 14.076
H 16.674 13.819 12.460
H 15.752 16.302 14.032
H 17.562 17.583 12.871
H 18.280 16.007 12.247
H 18.259 16.390 13.892
H 15.786 15.575 11.268
C 13.274 11.204 14.353
C 12.137 12.214 14.689
C 11.364 11.680 15.869
O 12.652 13.432 15.094
H 13.970 11.180 15.177
H 13.854 11.499 13.509
H 12.797 10.235 14.251
H 11.493 12.255 13.893
H 10.375 12.230 15.926
H 11.798 11.906 16.857
H 11.044 10.617 15.745
H 12.977 13.832 14.308
C 18.179 24.221 14.175
C 18.697 23.469 15.345
C 17.574 22.819 16.141
O 19.585 22.418 14.959
H 18.967 24.758 13.604
H 17.542 25.062 14.519
H 17.572 23.585 13.483
H 19.141 24.067 16.101
H 16.927 22.297 15.469
H 16.858 23.443 16.663
H 17.891 22.053 16.776
H 19.642 22.337 14.012
C 18.638 16.722 17.327
C 19.508 17.276 18.464
C 20.352 18.483 18.049
C 19.558 19.756 17.697
C 18.746 20.185 18.929
C 17.889 19.048 19.450
N 18.683 17.786 19.581
O 17.781 16.742 20.011
C 17.369 19.489 20.869
C 16.579 18.811 18.592
C 20.500 16.280 18.970
H 19.131 16.207 16.524
H 18.160 17.562 16.820
H 17.911 16.106 17.822
H 20.988 18.739 18.913
H 20.879 18.193 17.169
H 18.915 19.527 16.868
H 20.328 20.440 17.395
H 18.149 20.982 18.561
H 19.402 20.588 19.746
H 16.593 18.763 21.285
H 18.212 19.632 21.582
H 16.900 20.479 20.728
H 15.817 19.578 18.761
H 16.810 18.876 17.527
H 16.172 17.846 18.959
H 21.400 16.414 18.351
H 20.240 15.202 18.924
H 20.905 16.451 19.953
H 17.922 16.771 20.966
C 13.891 24.207 11.644
C 14.394 22.851 11.102
C 15.140 22.066 12.219
C 15.592 20.694 11.732
C 14.345 19.799 11.388
C 13.471 20.513 10.320
N 13.309 21.976 10.639
O 12.703 22.602 9.540
C 14.193 20.280 8.915
C 12.082 19.901 10.171
C 15.409 23.270 10.020
H 13.750 24.881 10.849
H 14.630 24.543 12.337
H 12.963 24.096 12.159
H 16.024 22.671 12.530
H 14.547 22.087 13.113
H 16.258 20.298 12.567
H 16.192 20.767 10.864
H 13.830 19.596 12.339
H 14.720 18.860 10.890
H 13.542 20.778 8.164
H 15.235 20.650 8.805
H 14.254 19.205 8.807
H 12.275 18.851 10.248
H 11.502 20.322 11.029
H 11.629 20.305 9.259
H 15.949 22.406 9.632
H 16.204 23.721 10.628
H 14.898 23.894 9.331
H 11.887 22.963 9.935

The value obtained for the HOMO energy is -8.25 eV. The value obtained for the HOMO-LUMO gap is 8.78 eV. As for the LUMO energy: 0.0195 hartree. As for the spin multiplicity: 1. Its maximum force is 4.1 eV/A. As for the net charge: 0. For the relative energy (zero: lowest compared OMol25 entry of this formula, charge and spin), the calculation gives 665.5 kJ/mol. Its SMILES is CC1(C)CCCC(C)(C)N1O.CC1(C)CCCC(C)(C)N1O.COCCNCCOC.COCCNCCOC.COCCNCCOC.COCCNCCOC.COCCNCCOC.CC(C)O.CC(C)O.CC(C)O.CC(C)O.CC(C)O.

Here is C13H19CrN2O8S as an isolated structure from the OMol25 dataset. Energies are from ωB97M-V/def2-TZVPD.

Cartesian coordinates (Å):
Cr 1.241 0.274 0.856
C 2.022 3.271 1.199
O 1.942 1.997 1.850
C 1.440 2.030 3.185
C 1.837 0.697 3.761
O 1.284 -0.351 2.957
C -0.019 -0.780 3.386
H 2.659 3.924 1.797
H 1.023 3.694 1.087
H 2.465 3.104 0.224
H 0.355 2.175 3.161
H 1.905 2.848 3.741
H 1.518 0.588 4.799
H 2.919 0.582 3.697
H 0.027 -1.048 4.442
H -0.264 -1.651 2.787
H -0.762 0.002 3.220
C -3.441 -3.236 -3.396
C -2.826 -2.073 -2.667
C -2.267 -1.010 -3.371
C -1.659 0.042 -2.708
C -1.602 0.022 -1.319
C -2.161 -1.019 -0.594
C -2.778 -2.054 -1.276
S -0.758 1.336 -0.531
O -0.781 1.093 0.949
O -1.324 2.562 -1.003
N 0.808 1.194 -0.746
C 1.624 0.809 -1.887
C 2.987 0.428 -1.283
O 3.989 0.456 -1.952
O 2.954 0.134 0.003
H -3.845 -2.933 -4.361
H -4.242 -3.689 -2.813
H -2.689 -4.006 -3.579
H -2.311 -1.003 -4.453
H -1.246 0.876 -3.262
H -2.106 -1.016 0.484
H -3.217 -2.871 -0.717
H 1.755 1.605 -2.618
H 1.219 -0.079 -2.385
O 0.591 -3.286 -0.563
N 1.088 -2.216 -0.571
O 0.642 -1.422 0.472

The value obtained for the HOMO energy (alpha / beta) is -8.94 / -8.51 eV. The value obtained for the HOMO-LUMO gap (alpha / beta) is 8.52 / 8.56 eV. As for the LUMO energy (alpha / beta): -0.0154 / 0.0018 hartree. As for the expectation value of S²: 0.767. As for the spin multiplicity: 2. Its maximum force is 0.6 eV/A. As for the net charge: 0. For the relative energy (zero: lowest compared OMol25 entry of this formula, charge and spin), the calculation gives 30.4 kJ/mol.

Here is one molecule with the formula C9H10NO2P in a non-equilibrium geometry from the OMol25 dataset. Energies are from ωB97M-V/def2-TZVPD.

Cartesian coordinates (Å):
C -0.419 -1.086 -2.143
C -0.163 0.184 -1.650
C -0.526 -2.329 -1.485
C 0.049 0.904 -0.417
C -0.142 -2.590 -0.212
C 0.764 0.638 0.681
C -0.309 2.401 -0.384
C -0.094 2.795 1.088
C 0.884 1.762 1.628
N -0.226 -3.790 0.554
O -0.605 -4.806 -0.021
O 0.250 -3.723 1.700
P 0.980 -1.398 0.920
H -0.561 -1.044 -3.257
H -0.058 1.018 -2.489
H -1.075 -3.163 -1.910
H 0.414 2.911 -1.006
H -1.269 2.506 -0.691
H 0.126 3.796 1.424
H -0.997 2.435 1.526
H 1.911 2.325 1.534
H 0.871 1.512 2.660
H 0.193 -1.256 1.947

The value obtained for the HOMO energy (alpha / beta) is -6.55 / -9.21 eV. The value obtained for the HOMO-LUMO gap (alpha / beta) is 6.63 / 6.08 eV. As for the LUMO energy (alpha / beta): 0.0027 / -0.1150 hartree. As for the expectation value of S²: 2.017. As for the spin multiplicity: 3. Its maximum force is 5.7 eV/A. As for the net charge: 0.

Here is BrINO3S as an isolated structure in a non-equilibrium geometry from the OMol25 dataset. Energies are from ωB97M-V/def2-TZVPD.

Cartesian coordinates (Å):
N 0.447 -0.613 -0.695
O -0.698 0.019 1.503
O -0.162 1.689 -0.142
O -1.835 -0.047 -0.630
S -0.648 0.368 0.076
Br 0.594 -2.217 0.227
I 2.303 0.802 -0.338

The value obtained for the HOMO energy (alpha / beta) is -5.15 / -5.15 eV. The value obtained for the HOMO-LUMO gap (alpha / beta) is 7.05 / 7.06 eV. As for the LUMO energy (alpha / beta): 0.0700 / 0.0701 hartree. As for the spin multiplicity: 1. Its maximum force is 4.7 eV/A. As for the net charge: -1. For the relative energy (zero: lowest compared OMol25 entry of this formula, charge and spin), the calculation gives 0.0 kJ/mol.

Here is C33H27F2N8TcTe as an isolated structure from the OMol25 dataset. Energies are from ωB97M-V/def2-TZVPD.

Cartesian coordinates (Å):
Tc 0.057 0.703 -0.431
N 1.717 0.905 3.491
C 0.508 0.535 4.026
C -0.346 0.396 2.976
N 0.330 0.678 1.807
C 1.575 0.984 2.163
C 2.507 1.332 1.112
N 2.075 1.247 -0.146
C 3.123 1.621 -0.963
C 4.185 1.934 -0.178
N 3.776 1.748 1.125
H 2.562 1.056 4.024
H 0.364 0.405 5.085
H -1.384 0.113 2.994
H 3.033 1.644 -2.035
H 5.177 2.274 -0.424
H 4.357 1.898 1.938
F 0.990 -0.282 -5.654
C 0.599 0.586 -4.736
C 0.616 0.193 -3.405
C 0.191 1.090 -2.427
C -0.217 2.397 -2.789
C -0.207 2.727 -4.143
F -0.593 3.936 -4.535
C 0.191 1.844 -5.130
C -0.612 3.305 -1.704
C -1.020 4.627 -1.834
C -1.346 5.358 -0.704
C -1.257 4.769 0.552
C -0.848 3.460 0.626
N -0.537 2.741 -0.469
H 0.967 -0.807 -3.191
H 0.185 2.139 -6.171
H -1.084 5.082 -2.808
H -1.665 6.387 -0.805
H -1.501 5.312 1.453
H -0.760 2.955 1.579
Te 0.979 -1.943 -0.543
C -0.666 -3.072 0.098
C -1.534 -2.616 1.087
C -2.610 -3.406 1.458
C -2.814 -4.638 0.842
C -1.942 -5.084 -0.140
C -0.858 -4.301 -0.521
C 2.240 -2.023 1.143
C 1.777 -2.422 2.389
C 2.676 -2.495 3.447
C 4.014 -2.173 3.255
C 4.468 -1.789 1.998
C 3.581 -1.720 0.930
H -1.371 -1.662 1.572
H -3.289 -3.070 2.231
H -3.652 -5.254 1.138
H -2.095 -6.047 -0.609
H -0.177 -4.660 -1.283
H 0.743 -2.707 2.540
H 2.333 -2.832 4.416
H 4.712 -2.260 4.077
H 5.519 -1.589 1.837
H 3.950 -1.467 -0.059
N -4.220 -1.970 -2.482
C -3.746 -1.161 -1.529
C -2.417 -0.676 -1.555
N -1.975 0.115 -0.584
C -2.810 0.469 0.412
C -4.107 -0.017 0.410
N -4.567 -0.823 -0.528
H -3.684 -2.228 -3.291
H -5.188 -2.249 -2.438
H -1.737 -0.928 -2.356
H -2.448 1.147 1.170
H -4.795 0.260 1.201

The value obtained for the HOMO energy (alpha / beta) is -16.67 / -16.65 eV. The value obtained for the HOMO-LUMO gap (alpha / beta) is 7.91 / 6.01 eV. As for the LUMO energy (alpha / beta): -0.3219 / -0.3910 hartree. As for the expectation value of S²: 3.798. As for the spin multiplicity: 4. Its maximum force is 0.1 eV/A. As for the net charge: +3. For the relative energy (zero: lowest compared OMol25 entry of this formula, charge and spin), the calculation gives 0.0 kJ/mol.